# 1
Below is a molecular structure, C14H19MnN9O4, with properties calculated with ωB97M-V/def2-TZVPD.

## Properties
Highest occupied orbital energy (alpha / beta), eV: -8.0 / -8.2
Kohn-Sham gap (alpha / beta), hartree: 0.278 / 0.288
LUMO energy (alpha / beta), eV: -0.41 / -0.41
ΔE to the lowest compared entry with this formula, charge and spin, eV: 0.170
<S²>: 8.75

```
! RIJCOSX wB97M-V def2-TZVPD def2/J DEFGRID3
* xyz 0 6
Mn -1.3021 0.2088 -0.6476
N 0.9958 0.0063 -1.1735
C 1.5368 1.3084 -1.5677
C 2.8446 1.6849 -0.8579
C 2.9576 1.3856 0.6457
C 1.8926 2.0029 1.5633
N 1.5315 3.3716 1.1960
C 2.3695 4.3839 1.1369
N 2.0932 5.3807 0.2887
N 3.4672 4.4214 1.9076
C 0.4349 2.4080 -1.5197
O 0.7948 3.6036 -1.5053
O -0.7536 2.0067 -1.5460
H 1.2905 -0.2683 -0.2423
H 1.2579 -0.7378 -1.8057
H 1.7593 1.2508 -2.6369
H 3.0044 2.7486 -1.0402
H 3.6712 1.1632 -1.3456
H 3.9522 1.7107 0.9610
H 2.9422 0.3073 0.8289
H 2.2086 1.9626 2.6080
H 0.9594 1.4397 1.5169
H 0.7966 3.4391 0.4907
H 1.4956 5.1412 -0.5007
H 2.7243 6.1557 0.1918
H 3.5483 3.7864 2.6821
H 4.0691 5.2245 1.8998
O -3.2809 -0.2324 -1.0217
N -3.6249 -1.4587 -1.1103
N -2.6445 -2.2696 -1.1358
O -1.3938 -1.8848 -1.0816
C -2.9271 -3.6778 -1.2288
C -4.2358 -4.1366 -1.3055
C -4.4611 -5.4990 -1.3919
C -3.3979 -6.3942 -1.4024
C -2.0999 -5.9170 -1.3232
C -1.8559 -4.5531 -1.2359
H -5.0558 -3.4350 -1.2932
H -5.4780 -5.8639 -1.4496
H -3.5842 -7.4580 -1.4678
H -1.2660 -6.6066 -1.3264
H -0.8546 -4.1572 -1.1686
N -2.1621 -1.4998 5.2882
C -1.5875 -0.8473 4.5254
N -0.8663 -0.0709 3.7454
C -0.9271 0.0993 2.4992
N -0.8388 0.3662 1.3564
*
```


# 2
Below is 2 unconnected molecules or ions with the total composition CH2N4O2, with properties calculated with ωB97M-V/def2-TZVPD.

## Properties
Highest occupied orbital energy, eV: -9.0
Kohn-Sham gap, hartree: 0.316
LUMO energy, eV: -0.36
ΔE to the lowest compared entry with this formula, charge and spin, eV: 7.203

```
! RIJCOSX wB97M-V def2-TZVPD def2/J DEFGRID3
* xyz 0 1
C -0.1503 -0.0956 0.0308
H -1.3066 1.0968 2.5577
H 1.2670 -1.7201 0.0073
N -0.6315 -0.1936 1.2096
N -0.1633 0.8758 -0.9001
N 0.5959 0.7512 -1.8361
N 0.6212 -1.0942 -0.6348
O -1.5806 0.7917 1.2042
O 1.3483 -0.4119 -1.6385
*
```


# 3
Below is 10 unconnected molecules or ions with the total composition C34H61NO27, with properties calculated with ωB97M-V/def2-TZVPD.

## Properties
SMILES string: C[C@H]1COC(=O)O1.C[C@H]1COC(=O)O1.C[C@H]1COC(=O)O1.COC(=O)OC.COC(=O)OC.COC(=O)OC.COC(=O)OC.COC(=O)OC.COC(=O)OC.CCCC#N
Highest occupied orbital energy, eV: -9.5
Kohn-Sham gap, hartree: 0.359
LUMO energy, eV: 0.28
ΔE to the lowest compared entry with this formula, charge and spin, eV: 3.546

```
! RIJCOSX wB97M-V def2-TZVPD def2/J DEFGRID3
* xyz 0 1
C -22.3030 11.3410 7.1930
C -21.9200 12.7930 7.3700
C -20.6350 13.3050 6.6180
O -21.1410 14.3350 5.7410
C -22.4600 14.3620 5.8230
O -23.2260 15.0350 5.1530
O -22.8980 13.6110 6.8280
H -23.2330 10.8960 7.5710
H -21.4950 10.6400 7.5860
H -22.4050 11.0060 6.1850
H -21.7930 13.1030 8.4630
H -20.3580 12.4650 5.9560
H -19.8120 13.6850 7.2340
C -21.5800 15.1450 -8.6480
C -22.3730 15.0470 -7.3250
C -21.6690 14.2020 -6.1190
O -21.8530 15.0550 -5.0530
C -22.2200 16.2760 -5.4830
O -22.3110 17.2290 -4.7710
O -22.4340 16.3600 -6.8020
H -21.5400 14.3730 -9.3280
H -20.5010 15.4450 -8.6130
H -22.0720 15.9610 -9.2540
H -23.3780 14.5270 -7.4870
H -20.6170 14.1180 -6.3250
H -22.1680 13.2220 -6.1890
C -25.1300 12.6430 3.2660
C -25.7890 11.7270 2.1840
C -24.9530 10.5020 1.6310
O -25.9230 9.4700 2.1120
C -26.9680 9.8880 2.7580
O -27.7360 9.0940 3.3890
O -26.9410 11.1960 2.8610
H -25.7810 13.4340 3.6350
H -24.2600 13.0820 2.7930
H -24.8140 12.1400 4.2000
H -26.2080 12.3650 1.4000
H -23.9340 10.4370 1.9570
H -24.8560 10.5240 0.5450
C -19.6130 15.5870 -3.4500
O -19.9760 14.4720 -2.7170
C -19.6630 13.2480 -3.1240
O -18.9970 12.9270 -4.3890
O -20.0000 12.3830 -2.2030
C -19.4290 11.1100 -2.2560
H -20.4450 16.3280 -3.4130
H -19.3340 15.4440 -4.4420
H -18.8800 16.0440 -2.7420
H -19.8790 10.4880 -1.5520
H -18.4080 11.2910 -1.8680
H -19.4060 10.6730 -3.3040
C -20.0510 16.4610 3.7060
O -19.1660 16.2970 4.9050
C -18.5760 15.1140 5.0360
O -18.5010 14.1770 3.9600
O -17.9710 14.8790 6.0840
C -17.3030 13.5220 6.3080
H -20.9040 15.8530 3.8640
H -19.6370 16.2270 2.7100
H -20.1410 17.5470 3.4820
H -16.4330 13.5630 7.0110
H -16.7680 13.1370 5.5070
H -18.0290 12.7440 6.6450
C -26.9200 11.2730 -2.5890
O -25.5960 11.2920 -2.3540
C -24.9870 12.3900 -2.0560
O -25.5890 13.6560 -1.8700
O -23.6320 12.3660 -1.8600
C -23.0090 13.6470 -1.6610
H -27.5970 11.4850 -1.7520
H -27.1630 10.3200 -2.9370
H -27.3190 11.9520 -3.2510
H -21.9670 13.5290 -2.0200
H -23.1630 13.9210 -0.6640
H -23.4050 14.4180 -2.3310
C -19.8770 20.0960 2.8540
O -19.0570 19.7540 3.9690
C -17.8770 19.2150 3.7940
O -17.3540 19.0200 2.5100
O -17.1340 18.9950 4.8510
C -15.8780 18.2710 4.6750
H -20.5750 20.8500 3.0270
H -20.4170 19.1970 2.4550
H -19.2830 20.5140 2.1370
H -16.1560 17.2290 4.4870
H -15.1240 18.4080 5.3870
H -15.3500 18.6020 3.8470
C -21.9830 17.1850 -1.2200
O -23.2000 17.1260 -0.4490
C -23.1440 16.7360 0.8450
O -21.8840 16.8090 1.5070
O -24.3520 16.3670 1.2950
C -24.3830 16.2130 2.6550
H -22.3850 17.4250 -2.1550
H -21.3990 16.3250 -1.1430
H -21.4130 18.0490 -0.7890
H -24.3810 17.1660 3.1350
H -23.4150 15.6870 2.9510
H -25.2990 15.6950 2.9650
C -18.8700 20.7920 -2.6300
O -19.4190 19.6470 -2.0320
C -18.6800 18.9170 -1.2080
O -17.8320 19.5220 -0.3040
O -18.9780 17.6170 -1.1600
C -18.5070 16.7410 -0.2470
H -17.8790 20.6270 -2.9230
H -18.6420 21.4790 -1.8810
H -19.6070 21.1920 -3.4050
H -17.4920 16.4860 -0.4860
H -19.1300 15.9090 -0.2790
H -18.4580 17.1610 0.8000
C -19.3330 12.7890 0.9260
C -20.8100 12.9970 0.7320
C -21.5960 13.2290 2.0310
C -21.7880 12.1450 2.9930
N -21.9300 11.3420 3.8240
H -18.9220 13.6040 1.5200
H -18.7930 12.8330 -0.0640
H -19.1470 11.8840 1.5190
H -21.2500 12.0670 0.3840
H -20.9630 13.8760 0.0780
H -22.5310 13.5480 1.6240
H -21.1480 14.1080 2.5590
*
```